DFT (wB97M-V/def2-TZVPD) results for a 2-piece molecular cluster, C9H11O3 overall in a non-equilibrium geometry.

For the energy above the lowest of the compared OMol25 structures with the same formula, charge and spin, the calculation gives 167.1 kJ/mol. The highest occupied orbital energy is -4.80 eV. The orbital gap is 7.99 eV. For the max |F|, the calculation gives 5.5 eV/A. The calculation puts the energy at -575.2948 hartree.

Structure (ORCA input):
```
! RIJCOSX wB97M-V def2-TZVPD def2/J DEFGRID3
* xyz -1 1
C 0.86085 -4.23754 0.18546
C -0.86153 -0.87077 0.61156
C -0.59149 -2.24492 0.51828
C 0.17424 0.03761 0.48118
C 0.73236 -2.72699 0.28709
C 1.52510 -0.45509 0.47763
C 1.81186 -1.83969 0.34695
O 0.01550 1.35958 0.43156
H -1.91306 -0.76047 0.57814
H -1.43924 -2.95660 0.44449
H -1.01851 1.60877 -0.03267
H 2.37395 0.18016 0.17777
H 1.97912 -4.36729 0.28683
H 0.44399 -4.45904 -0.69710
H 2.79168 -2.13019 0.22054
H 0.40168 -4.82448 1.05822
C -0.70622 4.37748 -0.24056
C -1.38765 3.65975 -1.45032
O -1.59293 4.25507 -2.52271
O -1.77781 2.50235 -1.12928
H 0.14450 5.07984 -0.63102
H -0.41847 3.73973 0.58081
H -1.54791 5.07271 0.01717
*
```

Now the Löwdin charges, all in e: number 1, C, carries -0.08; number 2, C, carries -0.03; number 3, C, carries -0.06; number 4, C, carries -0.36; number 5, C, carries -0.31; number 6, C, carries -0.01; number 7, C, carries -0.06; number 8, O, carries -0.05; number 9, H, carries 0.10; number 10, H, carries 0.11; number 11, H, carries 0.16; number 12, H, carries 0.11; number 13, H, carries 0.08; number 14, H, carries 0.02; number 15, H, carries 0.07; number 16, H, carries 0.10; number 17, C, carries -0.05; number 18, C, carries -0.75; number 19, O, carries -0.07; number 20, O, carries -0.11; number 21, H, carries 0.09; number 22, H, carries 0.03; number 23, H, carries 0.07

***

DFT (wB97M-V/def2-TZVPD) results for a 2-piece molecular cluster, C9H11O3 overall in a non-equilibrium geometry.

For the energy above the lowest of the compared OMol25 structures with the same formula, charge and spin, the calculation gives 99.1 kJ/mol. The highest occupied orbital energy is -3.93 eV. The orbital gap is 6.97 eV. For the max |F|, the calculation gives 1.3 eV/A. The calculation puts the energy at -575.3207 hartree.

Structure (ORCA input):
```
! RIJCOSX wB97M-V def2-TZVPD def2/J DEFGRID3
* xyz -1 1
C -2.35632 2.20633 2.03196
C -1.00485 -1.29240 -0.07247
C -2.32541 -1.17907 0.33411
C -0.12070 -0.26175 0.19769
C -2.70449 -0.05389 1.05962
C -0.53436 0.89786 0.83188
C -1.83159 1.00142 1.30851
O -0.59781 -2.42840 -0.72802
H 0.18125 -2.79650 -0.29727
H -3.08865 -1.92478 0.15174
H 0.89097 -0.36397 -0.18089
H -3.71353 -0.00158 1.43914
H 0.19282 1.66376 1.08256
H -1.88289 3.13814 1.75365
H -2.17748 2.11984 3.12102
H -3.43307 2.39512 1.95512
C 3.88031 -0.71026 -1.52577
C 2.97121 -0.15506 -2.64422
O 2.06392 0.62345 -2.25867
O 3.23773 -0.49428 -3.81426
H 3.32376 -0.73694 -0.59332
H 4.68017 0.00399 -1.32551
H 4.34901 -1.65104 -1.82663
*
```

Now the Löwdin charges, all in e: number 1, C, carries -0.08; number 2, C, carries -0.32; number 3, C, carries -0.02; number 4, C, carries 0.00; number 5, C, carries -0.07; number 6, C, carries -0.03; number 7, C, carries -0.30; number 8, O, carries 0.03; number 9, H, carries 0.11; number 10, H, carries 0.11; number 11, H, carries 0.10; number 12, H, carries 0.10; number 13, H, carries 0.12; number 14, H, carries 0.07; number 15, H, carries 0.08; number 16, H, carries 0.07; number 17, C, carries -0.06; number 18, C, carries -0.81; number 19, O, carries -0.12; number 20, O, carries -0.10; number 21, H, carries 0.03; number 22, H, carries 0.05; number 23, H, carries 0.05

***

DFT (wB97M-V/def2-TZVPD) results for a 2-piece molecular cluster, C9H11O3 overall in a non-equilibrium geometry.

For the energy above the lowest of the compared OMol25 structures with the same formula, charge and spin, the calculation gives 103.6 kJ/mol. The highest occupied orbital energy is -4.36 eV. The orbital gap is 7.72 eV. For the max |F|, the calculation gives 3.7 eV/A. The calculation puts the energy at -575.3190 hartree.

Structure (ORCA input):
```
! RIJCOSX wB97M-V def2-TZVPD def2/J DEFGRID3
* xyz -1 1
C 4.03958 -0.69671 1.39378
C 3.45870 0.03912 0.19164
O 2.28090 0.50952 0.41672
O 3.99958 0.07171 -0.92244
H 3.51274 -1.64291 1.36979
H 3.59759 -0.25951 2.30701
H 5.14119 -0.67517 1.47101
C -4.41585 -0.63443 0.89398
C -0.54170 0.39379 -0.75163
C -0.69437 -0.85745 -0.16478
C -1.68527 1.21929 -0.86658
C -1.90341 -1.11789 0.46046
C -2.91501 0.80075 -0.40263
C -3.02668 -0.33277 0.44883
O 0.56714 0.95385 -1.21169
H 1.45595 0.46731 -0.79424
H 0.07214 -1.61935 -0.15088
H -1.58128 2.11565 -1.50760
H -1.96063 -2.05583 1.02919
H -3.77470 1.43051 -0.64085
H -4.81723 0.09650 1.62358
H -4.31678 -1.43797 1.68798
H -5.07682 -0.83970 0.07052
*
```

Now the Löwdin charges, all in e: number 1, C, carries -0.04; number 2, C, carries -0.72; number 3, O, carries -0.09; number 4, O, carries -0.04; number 5, H, carries 0.06; number 6, H, carries 0.06; number 7, H, carries 0.07; number 8, C, carries -0.09; number 9, C, carries -0.37; number 10, C, carries -0.02; number 11, C, carries -0.03; number 12, C, carries -0.09; number 13, C, carries -0.08; number 14, C, carries -0.33; number 15, O, carries -0.02; number 16, H, carries 0.09; number 17, H, carries 0.11; number 18, H, carries 0.12; number 19, H, carries 0.10; number 20, H, carries 0.10; number 21, H, carries 0.07; number 22, H, carries 0.08; number 23, H, carries 0.06

***

DFT (wB97M-V/def2-TZVPD) results for a 2-piece molecular cluster, C9H11O3 overall in a non-equilibrium geometry.

For the energy above the lowest of the compared OMol25 structures with the same formula, charge and spin, the calculation gives 296.9 kJ/mol. The highest occupied orbital energy is -3.91 eV. The orbital gap is 6.87 eV. For the max |F|, the calculation gives 7.6 eV/A. The calculation puts the energy at -575.2453 hartree.

Structure (ORCA input):
```
! RIJCOSX wB97M-V def2-TZVPD def2/J DEFGRID3
* xyz -1 1
C -1.58064 1.68904 0.64096
C 2.08777 0.17206 2.31646
C 1.20455 0.68356 3.24548
C 1.91252 0.20807 0.92647
C -0.18671 0.88473 2.69677
C 0.67813 0.71576 0.46507
C -0.40118 1.03117 1.30995
O 3.37411 0.05438 2.79852
H 3.76049 -0.88714 2.78463
H 1.44107 0.59187 4.22748
H 2.70347 -0.09104 0.46220
H -1.04220 1.16415 3.42085
H 0.47894 0.85001 -0.55490
H -1.56700 1.46492 -0.43201
H -1.35957 2.77561 0.57129
H -2.35357 1.27983 1.18373
C -1.58341 -2.04811 -4.33705
C -1.12713 -1.52551 -2.84381
O -0.52622 -2.26856 -2.10357
O -1.16575 -0.23608 -2.71690
H -0.66839 -2.00920 -4.94648
H -2.30449 -1.40629 -4.76665
H -1.77478 -3.09324 -4.34849
*
```

Now the Löwdin charges, all in e: number 1, C, carries -0.05; number 2, C, carries -0.36; number 3, C, carries 0.00; number 4, C, carries 0.03; number 5, C, carries -0.01; number 6, C, carries 0.00; number 7, C, carries -0.29; number 8, O, carries -0.03; number 9, H, carries 0.14; number 10, H, carries 0.06; number 11, H, carries 0.05; number 12, H, carries 0.11; number 13, H, carries 0.09; number 14, H, carries 0.07; number 15, H, carries 0.09; number 16, H, carries 0.05; number 17, C, carries -0.05; number 18, C, carries -0.76; number 19, O, carries -0.06; number 20, O, carries -0.17; number 21, H, carries 0.05; number 22, H, carries 0.02; number 23, H, carries 0.02